[1]
C38H36BrN10O6PSTi | ωB97M-V with the def2-TZVPD basis set

## Properties
HOMO-LUMO gap (alpha / beta)   3.41 / 6.88 eV
ΔE to the lowest compared entry with this formula, charge and spin   409.7 kJ/mol
LUMO level (alpha / beta)   -0.2 / -0.2 eV
Expectation value of S²   2.02

The geometry in ORCA input format:
```
! wB97M-V def2-TZVPD RIJCOSX def2/J DEFGRID3
* xyz 0 3
Ti -0.1786 0.3931 0.3221
C -4.5807 -1.7313 3.3012
N -3.2292 -1.6854 2.7628
C -2.1341 -2.3101 3.2941
C -1.0729 -1.9202 2.5409
N -1.4842 -1.0557 1.5536
C -2.7955 -0.9313 1.7188
P -3.9951 -0.1699 0.5762
C -3.5966 1.5444 1.0217
N -2.3576 1.9399 1.2058
C -2.3903 3.2982 1.2408
C -3.6766 3.7314 1.0514
N -4.4437 2.6085 0.9042
C -5.8784 2.5637 0.6688
C -2.9848 -0.3307 -0.9352
N -1.7767 0.1984 -1.0758
C -1.6287 0.4982 -2.3940
C -2.7502 0.1306 -3.0741
N -3.6055 -0.3817 -2.1457
C -4.9603 -0.8623 -2.3945
H -4.6661 -2.5818 3.9705
H -5.2995 -1.8333 2.4914
H -4.8048 -0.8205 3.8553
H -2.1954 -2.9863 4.1296
H -0.0606 -2.2499 2.6688
H -1.5039 3.8925 1.4085
H -4.0950 4.7237 1.0073
H -6.3083 3.5330 0.9033
H -6.3398 1.8043 1.2957
H -6.0963 2.3275 -0.3733
H -0.7592 1.0021 -2.7681
H -2.9922 0.1746 -4.1222
H -5.1597 -0.8242 -3.4607
H -5.6870 -0.2438 -1.8743
H -5.0719 -1.8847 -2.0428
C -0.3019 1.0150 4.5071
C 0.3142 1.8801 3.4620
N 0.1454 1.7516 2.1773
C 0.8782 2.7777 1.5577
C 1.5184 3.5472 2.5574
N 1.1195 2.9329 3.7544
C 2.4474 4.6243 2.5701
O 2.8076 5.1387 1.3823
O 2.9252 5.0499 3.6301
C 0.7777 2.9585 0.1454
O 1.3482 3.8975 -0.4582
O -0.0296 2.0893 -0.4725
H -0.8238 0.1928 4.0239
H -1.0139 1.5831 5.1117
H 0.4566 0.6075 5.1808
H 1.4357 3.2535 4.6532
H 2.2886 4.7209 0.6376
Br 3.2229 -4.1688 -0.0737
C 3.2775 -3.3913 1.6557
C 4.1285 -3.9776 2.5802
C 4.2484 -3.4363 3.8504
C 3.5378 -2.2958 4.1857
C 2.6992 -1.7115 3.2504
C 2.5349 -2.2576 1.9775
C 1.4853 -1.6275 1.0947
O 0.8395 -2.2936 0.2837
O 1.2395 -0.3989 1.3433
H 4.6921 -4.8573 2.2998
H 4.8978 -3.9108 4.5761
H 3.6289 -1.8678 5.1758
H 2.1323 -0.8202 3.4874
N 1.0859 -0.1421 -1.3795
S 1.5819 -1.4488 -2.1436
C 0.6199 -1.5461 -3.6794
C 0.7034 -0.5803 -4.6745
C -0.1159 -0.6806 -5.7875
C -1.0145 -1.7402 -5.9018
C -1.1101 -2.6860 -4.8922
C -0.2916 -2.5872 -3.7710
C 3.1412 -1.0424 -2.9451
C 3.6047 -1.8567 -3.9753
C 4.7949 -1.5383 -4.6048
C 5.5320 -0.4347 -4.1844
C 5.0816 0.3420 -3.1295
C 3.8760 0.0393 -2.5018
H 1.3111 0.7103 -1.8900
H 1.4116 0.2367 -4.5853
H -0.0511 0.0659 -6.5697
H -1.6325 -1.8267 -6.7874
H -1.8166 -3.5032 -4.9794
H -0.3484 -3.3125 -2.9658
H 3.0343 -2.7269 -4.2814
H 5.1514 -2.1525 -5.4218
H 6.4641 -0.1874 -4.6772
H 5.6641 1.1861 -2.7832
H 3.5132 0.6337 -1.6734
N 3.9307 2.0489 0.9581
C 3.0811 1.5580 0.3239
H 4.4990 2.6053 1.5634
*
```

Mulliken atomic charge list, values in e, 5 entries: -0.801, -0.920, 0.253, -0.690, -1.092

---

[2]
C4H7NO | ωB97M-V with the def2-TZVPD basis set

## Properties
HOMO-LUMO gap   10.74 eV
ΔE to the lowest compared entry with this formula, charge and spin   269.3 kJ/mol
LUMO level   0.9 eV
SMILES string   C[C@H]1CN1C=O

The geometry in ORCA input format:
```
! wB97M-V def2-TZVPD RIJCOSX def2/J DEFGRID3
* xyz 0 1
C -1.0318 1.4061 0.3878
C 0.1300 0.5266 0.3964
C 0.0780 -0.8897 0.7902
C 0.9394 -1.0924 -1.4475
H -1.3691 2.0654 1.3478
H -0.9712 2.1177 -0.4377
H -1.9257 0.7869 0.1151
H 1.1500 0.9328 0.4364
H 1.0135 -1.4477 1.1223
H -0.7792 -1.2200 1.4574
H 0.7621 -2.1241 -1.6659
N 0.0040 -0.5852 -0.6488
O 1.9999 -0.4766 -1.8536
*
```

Mulliken atomic charge list, values in e, 5 entries: -1.193, 0.327, -0.544, 0.112, 0.264

---

[3]
C47H71F30N4O32P | ωB97M-V with the def2-TZVPD basis set

## Properties
HOMO-LUMO gap   10.38 eV
LUMO level   -0.1 eV

The geometry in ORCA input format:
```
! wB97M-V def2-TZVPD RIJCOSX def2/J DEFGRID3
* xyz 0 1
C -1.2924 4.0159 5.8986
N -1.4333 3.4533 4.5026
O -0.5727 2.6587 4.1141
O -2.3945 3.8080 3.7811
H -0.6457 3.3123 6.4229
H -2.2943 4.0983 6.3198
H -0.7966 4.9866 5.8938
C 0.1028 -4.5046 4.7034
N 0.7913 -4.0768 3.4739
O 0.1486 -3.4815 2.6580
O 1.9327 -4.4612 3.3403
H -0.4799 -5.4146 4.5598
H -0.4272 -3.6103 5.0312
H 0.8672 -4.6801 5.4603
C -4.6039 0.3298 -4.7688
N -3.4214 1.1523 -4.3351
O -3.0085 1.1573 -3.1573
O -2.7563 1.6336 -5.2563
H -5.4008 0.4435 -4.0339
H -4.2991 -0.6926 -4.9922
H -5.0012 0.7382 -5.6981
C -0.4854 -4.0677 -4.2655
N -1.2898 -2.9483 -4.7982
O -2.3399 -2.7909 -4.2190
O -0.9417 -2.3212 -5.8077
H -0.8279 -4.9305 -4.8368
H -0.6193 -4.2325 -3.1964
H 0.5781 -3.8916 -4.4267
C 2.8050 1.8490 6.4541
O 2.1469 0.5754 6.5639
P 2.1490 -0.4326 5.2605
O 1.3475 -1.6773 5.4275
O 1.7279 0.5357 4.0090
C 1.4421 0.0229 2.7326
O 3.7611 -0.5999 5.0080
C 4.2999 -1.5884 4.1480
H 2.9328 2.2458 5.4469
H 3.7816 1.7683 6.9313
H 2.2326 2.6709 6.8842
H 0.4333 0.4192 2.6172
H 1.4665 -1.0544 2.5688
H 2.0964 0.4528 1.9742
H 5.0802 -1.1928 3.4978
H 3.5695 -2.1040 3.5245
H 4.7813 -2.4134 4.6730
C 4.3423 5.4623 5.1426
C 2.9016 5.0487 4.7402
O 3.0575 4.4310 3.4715
C 2.0990 4.4444 2.5229
O 0.9889 4.9504 2.6516
C 2.4869 3.6395 1.2668
F 3.6618 3.0209 1.3814
F 1.5335 2.6606 0.9543
F 2.5944 4.5003 0.2457
H 4.9233 4.5515 5.2876
H 4.3609 6.1504 5.9877
H 4.7690 6.2063 4.4700
H 2.3808 6.0062 4.7310
H 2.4428 4.4102 5.4952
C 0.5300 0.9530 -4.8571
C 1.3712 2.1659 -5.3847
O 1.9933 1.6797 -6.5553
C 1.5055 1.9183 -7.7483
O 0.4676 2.5588 -7.8893
C 2.2214 1.2497 -8.9652
F 1.4508 0.4523 -9.6361
F 2.4765 2.2694 -9.7573
F 3.4066 0.7355 -8.6000
H 1.0722 0.1263 -4.3981
H -0.0770 0.5685 -5.6768
H -0.2720 1.2821 -4.1963
H 2.0988 2.4313 -4.6178
H 0.7369 3.0503 -5.4446
C 0.5013 4.4607 -2.2991
C -1.0299 4.5277 -2.3626
O -1.3977 5.6833 -3.1343
C -2.7086 6.0638 -3.1513
O -3.5736 5.6164 -2.3831
C -3.0520 7.1172 -4.1967
F -3.5207 6.5457 -5.3069
F -3.8770 8.0272 -3.7328
F -1.9364 7.7903 -4.4789
H 0.8699 4.1978 -3.2907
H 0.7967 3.6775 -1.6009
H 1.0356 5.3494 -1.9633
H -1.5149 4.3429 -1.4041
H -1.2731 3.5778 -2.8386
C -2.0009 -1.1671 3.4435
C -2.9546 -1.7028 4.5857
O -2.2911 -1.6010 5.8456
C -2.2172 -0.4392 6.4393
O -2.7430 0.6238 6.0519
C -1.5890 -0.5454 7.8751
F -0.7657 -1.6302 7.9383
F -0.9095 0.6037 8.1546
F -2.4826 -0.6329 8.8550
H -2.3597 -1.5234 2.4779
H -1.0151 -1.6039 3.6028
H -1.9301 -0.0794 3.4522
H -3.1873 -2.7487 4.3855
H -3.8993 -1.1594 4.6080
C -1.8447 1.4083 0.9475
C -1.0185 1.0411 -0.2937
O -0.1828 -0.1199 -0.1164
C 0.7184 -0.3028 -1.0667
O 1.0412 0.4723 -1.9866
C 1.3332 -1.6784 -1.0114
F 2.6865 -1.5425 -0.8167
F 0.8491 -2.3847 -0.0193
F 1.0844 -2.2952 -2.1658
H -2.6482 0.6755 1.0217
H -2.1404 2.4551 0.8773
H -1.2893 1.4572 1.8841
H -0.3414 1.8859 -0.4200
H -1.6261 0.9884 -1.1971
C -5.0521 2.8123 2.3160
C -5.2610 2.0331 3.5880
O -5.9971 0.8067 3.2671
C -6.4468 0.0276 4.3398
O -6.2337 0.2820 5.5502
C -7.2506 -1.2517 3.8721
F -6.9274 -2.3116 4.6420
F -8.5410 -1.0239 3.9950
F -6.9610 -1.6188 2.5957
H -6.0410 3.0213 1.9080
H -4.2406 2.4269 1.6988
H -4.5964 3.7420 2.6568
H -5.8546 2.6636 4.2499
H -4.3099 1.7783 4.0555
C -2.6441 -4.1042 -0.7780
C -1.8933 -5.1981 0.0507
O -0.5567 -5.1739 -0.3979
C 0.4396 -5.7150 0.3379
O 0.3228 -6.1983 1.4587
C 1.7829 -5.6474 -0.2920
F 2.5409 -6.6802 -0.0486
F 1.6718 -5.4092 -1.6058
F 2.4356 -4.5936 0.2105
H -2.0090 -3.2238 -0.8759
H -3.6580 -3.8982 -0.4349
H -2.6809 -4.4494 -1.8113
H -2.3154 -6.1901 -0.1108
H -1.9422 -4.9742 1.1163
C -6.4122 -4.8380 -1.8717
C -6.4074 -3.5032 -2.6508
O -5.5912 -2.4996 -2.0649
C -5.8691 -1.8222 -0.8638
O -6.9118 -2.0194 -0.2143
C -4.8783 -0.7005 -0.4640
F -3.7583 -0.7598 -1.2369
F -5.5388 0.4937 -0.5683
F -4.5339 -0.8991 0.8023
H -6.9322 -4.8102 -0.9141
H -5.4406 -5.3100 -1.7253
H -7.0081 -5.5835 -2.3982
H -7.4398 -3.1535 -2.6495
H -6.0975 -3.6716 -3.6822
C 4.5162 1.4382 -2.0872
C 5.7097 0.4962 -1.7744
O 6.5908 1.0568 -0.8429
C 6.2671 0.9898 0.5404
O 5.2146 0.4999 1.0114
C 7.2610 1.8099 1.4122
F 6.5321 2.4738 2.2338
F 8.0923 0.9630 2.0374
F 7.9025 2.7263 0.6746
H 4.7742 2.4717 -2.3180
H 3.8484 1.3676 -1.2286
H 4.0178 1.0022 -2.9530
H 6.2555 0.2673 -2.6897
H 5.3189 -0.5013 -1.5736
C 7.6599 -4.6238 -6.7834
C 6.4387 -3.6396 -6.9938
O 5.6563 -3.4707 -5.7717
C 4.7160 -2.5220 -5.7122
O 4.6481 -1.7579 -6.6592
C 3.8943 -2.5427 -4.4098
F 4.3081 -1.5261 -3.6737
F 2.6240 -2.4020 -4.6694
F 3.9563 -3.5930 -3.6755
H 8.1335 -4.3796 -5.8325
H 8.3524 -4.5953 -7.6247
H 7.2902 -5.6166 -6.5268
H 5.8022 -4.0145 -7.7953
H 6.9942 -2.7488 -7.2868
*
```

Mulliken atomic charge list, values in e, 5 entries: -0.905, 0.919, -0.341, -0.479, 0.252

---

[4]
C12H13Br33ClNOP | ωB97M-V with the def2-TZVPD basis set

## Properties
HOMO-LUMO gap   7.16 eV
LUMO level   -4.0 eV

The geometry in ORCA input format:
```
! wB97M-V def2-TZVPD RIJCOSX def2/J DEFGRID3
* xyz 1 1
O -1.4506 -3.1074 -1.6730
C -0.8935 -3.7966 -0.9591
N -0.2307 -4.5459 -0.2166
P 1.3986 -4.4355 -0.3633
Cl 2.0314 -6.0995 -1.1518
H 1.9394 -4.2710 0.9203
H 1.7984 -3.3793 -1.1887
C -1.2148 1.1836 -2.2932
Br -0.1498 2.1071 -3.5976
Br -1.5632 -0.6433 -2.7947
Br -0.4185 1.2460 -0.5437
H -2.1680 1.6913 -2.2384
C 3.5482 -3.7354 4.1469
Br 3.8208 -4.7173 2.5013
Br 3.9084 -1.8670 3.9117
Br 1.7955 -4.0550 4.8643
H 4.2688 -4.1183 4.8587
C -5.2751 -1.2851 -1.5694
Br -5.4376 0.6207 -1.3853
Br -5.7629 -2.2036 0.0495
Br -6.2527 -1.9407 -3.0869
H -4.2309 -1.4921 -1.7498
C 6.8538 -5.8599 6.4452
Br 5.2798 -6.7691 5.8058
Br 8.4404 -6.4617 5.5520
Br 6.6397 -3.9512 6.3134
H 6.9595 -6.0989 7.4930
C 2.1983 3.6094 1.8828
Br 2.2094 1.7105 2.2313
Br 0.4085 4.2991 1.7673
Br 3.2488 4.5648 3.1732
H 2.6618 3.7565 0.9190
C -1.9492 3.2950 -6.7771
Br -1.9405 2.6402 -8.5900
Br -1.8332 5.2066 -6.6954
Br -3.4735 2.6581 -5.7953
H -1.0701 2.8936 -6.2947
C 4.5500 -1.2502 8.9389
Br 4.3051 -1.7520 10.7751
Br 3.5575 -2.4137 7.7643
Br 4.1056 0.5920 8.6319
H 5.5966 -1.3755 8.7028
C -6.2044 5.3461 -3.8525
Br -4.7392 4.8311 -2.7113
Br -5.6709 6.6789 -5.1293
Br -7.0022 3.8199 -4.7119
H -6.9590 5.7868 -3.2191
C -4.8164 7.8632 -9.0440
Br -4.4444 5.9917 -8.8374
Br -6.7039 8.2241 -8.9998
Br -3.8668 8.9053 -7.7310
H -4.4536 8.1615 -10.0158
C 1.8106 -1.0654 -6.2410
Br 2.4058 -2.2900 -7.5936
Br 0.9275 0.4685 -6.9718
Br 0.6319 -1.8964 -4.9536
H 2.6844 -0.7231 -5.7075
C 0.1588 -2.1256 9.3813
Br -0.0566 -2.5677 11.2371
Br -0.8682 -3.3012 8.2492
Br -0.2413 -0.2793 9.0327
H 1.1984 -2.2775 9.1343
*
```

Mulliken atomic charge list, values in e, 5 entries: -0.221, 0.573, -0.356, 0.682, -0.067

---

Number 1: E -180459.588 eV, M 919.582 g/mol. Number 2: E -7796.854 eV, M 85.106 g/mol. Number 3: E -212174.235 eV, M 1804.995 g/mol. Number 4: E -2349395.003 eV, M 2890.501 g/mol.